# 1
Computed, not measured: C4H7N3 in the gas phase in a non-equilibrium geometry, with ωB97M-V/def2-TZVPD.

```
14
Properties=species:S:1:pos:R:3:nbo_charge:R:1
C -0.139 1.439 -1.150 -0.4294
C -0.943 0.777 1.214 0.1529
C 0.272 -1.076 1.469 -0.1105
C 0.286 -0.680 0.174 0.2211
H -1.194 1.924 -1.334 0.2198
H 0.723 2.191 -0.885 0.2162
H 0.242 0.812 -2.050 0.2538
H -1.778 1.584 1.415 0.2117
H 0.765 -1.892 1.916 0.2076
H 0.301 -2.377 -0.931 0.3736
H 1.702 -1.648 -0.987 0.3661
N -0.392 0.544 0.030 -0.3595
N -0.526 -0.196 2.116 -0.4722
N 0.682 -1.402 -0.999 -0.8511
```

Results
SMILES ... Cn1cncc1N
Frontier orbital gap ... 9.154 eV
Multiplicity ... 1


# 2
Computed, not measured: C4H7N3 in the gas phase in a non-equilibrium geometry, with ωB97M-V/def2-TZVPD.

```
14
Properties=species:S:1:pos:R:3:nbo_charge:R:1
C 2.312 0.369 0.117 -0.4032
N 1.263 0.616 -0.713 -0.4657
C 0.027 0.194 -0.524 0.2714
N -1.050 0.552 -1.291 -0.3224
N -2.060 0.097 -0.570 -0.2817
C -1.797 -0.529 0.573 -0.1130
C -0.319 -0.546 0.725 -0.5185
H 0.129 0.009 1.591 0.2193
H 2.262 -0.523 0.726 0.1808
H 3.271 0.759 -0.190 0.1872
H 1.402 1.252 -1.490 0.4125
H -2.989 0.244 -0.940 0.4067
H -2.582 -0.938 1.191 0.2097
H 0.130 -1.558 0.797 0.2170
```

Results
Frontier orbital gap (alpha / beta) ... 7.355 / 6.685 eV
Multiplicity ... 1


# 3
Computed, not measured: a molecular structure, C4H7N3 in a non-equilibrium geometry, with ωB97M-V/def2-TZVPD.

```
14
Properties=species:S:1:pos:R:3:nbo_charge:R:1
N -0.239 -0.411 -0.529 -0.5954
C 0.390 0.482 0.164 0.5455
C 2.144 -0.580 -0.112 -0.0170
C -1.936 0.284 -0.378 -0.0428
C -2.917 -0.340 0.248 -0.4518
N 0.626 1.661 0.428 -0.6848
N 3.061 0.263 0.092 -0.6963
H -0.343 -1.331 -0.121 0.3981
H 1.646 1.818 0.507 0.4160
H 4.015 -0.123 0.081 0.3431
H 2.295 -1.642 -0.370 0.1475
H -2.041 1.158 -1.013 0.2102
H -2.746 -1.210 0.876 0.2046
H -3.956 -0.030 0.127 0.2232
```

Results
Frontier orbital gap ... 8.717 eV
Multiplicity ... 1


# 4
Computed, not measured: C4H7N3 in the gas phase, with ωB97M-V/def2-TZVPD.

```
14
Properties=species:S:1:pos:R:3:nbo_charge:R:1
N -2.171 -0.114 0.296 -0.8011
C -0.940 -0.060 -0.286 0.4612
C 0.088 -1.117 -0.081 -0.4743
C 1.109 -0.250 0.086 0.2618
N 2.432 -0.405 0.368 -0.7835
C 0.480 1.099 -0.083 -0.4007
N -0.566 0.909 -1.188 -0.5799
H -2.888 0.564 0.097 0.3921
H -2.333 -0.771 1.042 0.4020
H 0.015 -2.185 -0.262 0.2101
H 3.018 0.372 0.099 0.3946
H 2.838 -1.322 0.253 0.3828
H 0.111 1.569 0.827 0.1801
H -1.195 1.711 -1.168 0.3550
```

Results
SMILES ... NC1=C[C@]2(N)N[C@H]12
Frontier orbital gap ... 7.311 eV
Multiplicity ... 1


For each record above, in turn, the calculated relative energy (zero: lowest compared OMol25 entry of this formula, charge and spin) values are 29.97, 84.01, 128.82, 82.68 kcal/mol.